# 1
Here is C48H48Li2O20S as an isolated structure at a distorted geometry from OMol25. Energies are from wB97M-V/def2-TZVPD.

Geometry as XYZ:
```
119
Properties=species:S:1:pos:R:3:forces:R:3:lowdin_charge:R:1
S 0.32131 0.23272 -0.66717 -6.48 -5.10 3.30 0.32
O -3.33869 -0.81328 0.55583 2.08 1.03 -0.96 -0.03
O 1.88131 -6.85128 -1.04417 2.05 -3.78 0.67 0.02
O 6.55531 -3.95828 -3.52817 -1.06 0.80 0.14 0.02
O 3.93931 0.16772 -0.57117 -0.94 -2.61 -0.71 -0.06
O -1.54269 -2.69028 -1.97017 1.08 -1.44 1.36 -0.07
O -4.93169 -5.72028 2.65783 -2.62 -1.51 -0.29 -0.03
O 1.42131 -0.39328 0.01983 1.78 -1.24 0.09 -0.36
O -0.05769 1.34972 0.07983 -1.02 5.14 2.25 -0.36
O 6.20131 2.96872 4.76683 0.74 -1.08 1.45 -0.05
O 0.03731 -4.24428 5.84883 1.79 -0.05 -0.27 0.01
O 1.63731 1.04172 2.24683 -3.68 1.82 1.58 0.02
O -0.07469 2.97072 -2.90117 -2.97 9.11 -3.43 0.05
O -5.98269 -0.05428 -2.06317 -0.62 -1.86 1.01 0.07
O -2.64469 3.75072 -3.95017 1.83 2.64 -0.98 0.01
O -0.96469 -0.67928 -0.56217 3.59 1.77 -0.64 -0.37
O 2.72331 -2.20628 1.34283 -1.12 0.26 -0.24 -0.06
O 0.62231 0.58772 -1.98717 1.73 0.24 -5.66 -0.35
O 2.69031 7.30272 -0.53117 -8.27 0.52 -4.16 0.08
O -5.15169 1.73172 0.84483 -0.64 -1.23 -0.18 0.05
O -2.49669 6.43472 -0.65017 1.71 -3.66 0.78 0.03
C 0.68531 -3.59728 4.79083 1.48 -2.17 0.31 -0.27
C 1.96831 -2.76628 2.41883 -0.25 1.94 -0.35 -0.29
C -0.91569 -5.02328 -2.37217 -1.21 -0.35 -1.96 -0.02
C 1.99331 6.20772 -1.06017 0.21 0.69 0.52 -0.28
C -5.03569 -2.22128 1.27983 -0.30 -1.34 1.49 0.00
C -5.30369 4.03872 0.45783 5.37 2.32 -1.83 0.03
C -5.39469 -3.49928 1.89483 1.48 1.97 -2.06 -0.01
C 4.09031 1.69372 4.92783 -0.26 0.75 -2.11 -0.03
C -3.20969 2.76472 0.02383 -0.39 2.95 -0.41 0.01
C -4.87269 3.08372 -3.37717 1.95 3.04 -0.28 0.02
C 2.90431 1.25972 4.26683 0.40 0.08 1.48 -0.01
C -3.09269 -4.32828 1.78383 0.10 -0.10 -0.22 0.02
C -5.51669 2.12572 -2.73017 1.56 -1.83 -0.43 -0.08
C 6.61731 -1.70428 -2.50717 0.13 -1.17 -2.30 -0.01
C -2.62169 4.00872 -0.31617 2.73 -1.14 -0.12 -0.02
C 0.42631 -3.60928 -0.83717 -2.05 1.42 0.27 -0.05
C -2.79669 -3.03928 1.25583 -0.03 -2.33 0.55 -0.03
C -3.74869 0.50272 -2.82617 -0.15 -0.34 1.34 0.05
C 5.90331 -2.87328 -2.94417 0.74 1.42 1.26 -0.28
C -4.57869 2.86472 0.42483 0.64 -0.78 0.38 -0.35
C 4.65431 -0.85328 -1.31817 -0.66 1.31 -0.13 -0.24
C -0.72069 -3.82628 -1.66317 -0.44 2.22 -1.27 -0.28
C 0.04431 5.36672 -2.28417 3.72 -0.39 0.90 -0.03
C 2.65031 -3.67328 3.26683 1.11 -0.86 -0.13 -0.03
C -3.49369 2.76872 -3.59017 -0.24 2.88 -0.51 -0.37
C 2.04031 -4.13528 4.43683 -3.55 3.76 -2.29 0.02
C 2.42931 4.89972 -0.96617 1.91 -0.70 -0.09 0.01
C 0.06231 -2.66228 4.00883 -0.88 1.00 -1.67 -0.04
C 1.20431 -4.63828 -0.49917 2.50 -2.81 1.53 -0.03
C 1.68731 3.82872 -1.60617 4.02 3.36 3.10 -0.05
C 5.93631 -0.65028 -1.80417 -0.88 -4.33 -0.88 -0.02
C -3.71469 -2.02328 1.04983 1.28 -0.09 -0.50 -0.38
C 3.70431 2.18272 2.19283 -0.04 0.37 -1.17 -0.02
C 4.51831 -2.93528 -2.59217 4.05 -3.90 -2.74 -0.05
C 5.06931 2.36072 4.18083 1.33 1.01 -0.79 -0.27
C -0.03069 -6.08528 -2.11217 0.46 5.69 3.47 -0.03
C 0.72931 6.43372 -1.71817 -1.39 2.16 0.05 0.01
C 0.61931 4.06772 -2.29117 -4.64 0.41 -2.00 -0.27
C -2.95469 1.57972 -3.38517 -3.35 -4.61 2.16 -0.05
C 1.00731 -5.86728 -1.16717 -2.16 0.14 -1.35 -0.35
C -5.09769 0.85172 -2.44217 4.82 -0.78 -2.36 -0.36
C -4.48369 -4.56628 2.07383 -0.05 1.69 0.14 -0.34
C 4.93131 2.63772 2.71683 -2.35 -0.86 1.85 0.02
C 4.04831 -2.03128 -1.79917 -5.38 4.06 3.37 -0.09
C -4.53269 5.26772 0.06483 -4.52 -0.92 1.36 0.00
C 2.68531 1.45372 2.91883 4.20 1.27 0.37 -0.36
C -3.19869 5.28472 -0.19617 -0.64 0.72 -1.44 -0.30
C 0.67931 -2.26228 2.77783 2.21 -1.48 0.82 -0.01
Li 1.19231 0.07872 -3.77717 -0.27 0.02 0.89 0.85
Li -0.31669 2.53272 1.42283 0.25 -0.48 -0.19 0.77
H 7.24231 -3.61928 -4.10517 0.24 0.03 -0.03 0.09
H 6.58031 0.06972 -1.59917 2.08 3.87 1.26 0.06
H 2.22131 0.85772 5.02883 -0.33 -0.26 -1.16 0.12
H -2.67169 1.80472 -0.10717 -0.54 0.74 0.08 0.11
H -2.93869 7.23672 -0.76817 -1.91 1.39 0.09 0.07
H 3.46931 2.44472 1.08283 0.42 -0.71 2.02 0.12
H 7.72631 -1.60428 -2.97917 -2.65 0.07 1.66 0.15
H 5.52131 3.28272 2.01483 0.00 -0.84 1.47 0.12
H 0.27031 -1.56228 2.08983 -0.68 0.52 -0.15 0.08
H 0.09231 7.52572 -1.82517 2.56 -3.16 0.59 0.19
H -4.63769 0.97672 0.49283 -0.22 0.05 0.42 0.08
H 4.07731 1.58572 6.00783 0.61 0.11 -0.19 0.11
H 0.29631 2.30272 -2.53917 3.43 -7.70 3.84 -0.09
H 2.29631 -1.47528 0.72183 0.34 -2.77 2.54 0.06
H 3.53031 4.65172 -0.53017 -2.98 0.62 -0.86 0.16
H -5.96769 -5.93028 2.53483 3.71 1.31 0.17 0.18
H 0.10531 -6.86028 -2.69917 -0.03 -3.93 -2.76 0.05
H 2.93031 -2.09928 -1.57517 1.46 -0.14 0.06 0.13
H -1.98969 1.34572 -3.59217 2.80 -0.17 -0.59 0.07
H -1.70969 -5.15128 -3.33417 2.09 0.69 3.18 0.18
H 3.96931 -3.83328 -2.85317 -0.16 0.18 -0.11 0.13
H -3.24669 -0.55928 -2.49717 -1.37 2.71 -1.11 0.16
H -0.84269 -3.95328 6.05483 -0.51 0.64 -0.39 0.09
H -1.37369 -2.03328 -1.20917 -0.07 -0.71 -1.64 0.02
H -0.72969 5.60972 -2.88117 -2.95 0.42 -1.55 0.08
H -0.97969 -2.23628 4.22583 1.66 -0.90 -0.12 0.14
H 1.62131 -7.81128 -1.31017 0.07 3.05 0.57 0.17
H 3.73031 -4.09628 3.01283 -2.50 1.24 0.38 0.16
H -5.50169 -0.90728 -2.07017 -0.62 0.44 0.25 0.13
H -1.64069 3.70372 -3.79017 -2.61 -1.13 0.04 0.11
H -6.43369 -3.60128 2.00983 -1.21 -0.67 0.62 0.08
H -2.33169 -0.72528 0.21683 -2.39 -0.49 0.92 0.09
H 6.64131 2.57072 5.62183 -2.04 0.63 -2.60 0.16
H 2.62131 -4.72228 5.02283 0.99 -1.98 2.07 0.06
H 1.72031 0.40472 1.58583 0.77 -1.73 -1.78 0.01
H -2.18469 -5.10128 1.89683 -2.57 1.71 -0.22 0.16
H -1.81569 -2.95628 0.86583 1.03 0.49 0.00 0.07
H -6.30769 4.16472 0.64583 -1.95 -0.22 0.52 0.08
H -6.40869 2.26972 -2.38817 -5.65 1.25 1.67 0.07
H 3.46031 7.25372 -0.14817 6.47 -1.61 3.05 0.01
H -5.38069 4.15272 -3.47117 1.61 -2.45 -0.04 0.17
H -1.56169 3.99172 -0.71617 -1.22 0.00 0.43 0.11
H 0.69931 -2.68428 -0.27817 -1.01 -0.48 -0.88 0.10
H 1.98031 -4.52028 0.36083 -1.21 -0.35 -2.00 0.15
H -5.58669 -1.28028 1.06483 -0.68 -1.32 0.42 0.13
H -5.29469 6.11472 0.00683 1.83 -0.54 0.01 0.13
H 2.10331 2.93772 -1.38817 1.05 -3.31 0.06 0.08
H 2.93431 -0.13728 -0.30117 3.35 0.79 -1.34 0.08
```
Forces are in eV/Å.

Values from the calculation:
Kohn-Sham gap, hartree: 0.20680
M, Da: 990.84
Relative energy (zero: lowest compared OMol25 entry of this formula, charge and spin), kJ/mol: 45.5
HOMO energy, eV: -7.33
E_tot, Ha: -3775.63026
Charge: 0

=====

# 2
Here is C48H49As2GaN6O9Si as an isolated structure at a distorted geometry from OMol25. Energies are from wB97M-V/def2-TZVPD.

Geometry as XYZ:
```
116
Properties=species:S:1:pos:R:3:forces:R:3:lowdin_charge:R:1
As -0.14037 0.92023 3.32624 -0.44 -0.04 0.18 1.41
As -4.04999 2.37192 3.80899 -0.47 -0.59 -1.24 1.51
Ga -0.42924 -0.59832 0.69520 -0.12 -0.16 -1.06 0.40
Si 2.79205 0.32385 1.27484 -0.20 -0.05 -0.15 0.50
O -6.39519 -0.71594 3.36245 -0.13 -0.04 0.07 0.14
O -4.13097 -2.27080 4.06427 0.08 -0.02 0.00 0.00
O -1.77780 2.18450 0.47853 0.00 0.09 0.20 0.06
O -3.81815 3.17126 0.86544 0.04 -0.19 0.10 -0.12
O -0.44979 3.08842 5.54782 -0.44 0.08 -0.06 -0.03
O -2.65702 3.31229 5.28119 -0.55 0.16 0.32 -0.01
O -6.19660 0.75711 5.06338 -0.12 -0.05 0.10 -0.07
O -1.97019 -2.10203 3.46468 -0.01 -0.12 0.01 0.09
O 1.30628 -0.16351 0.74550 -0.02 0.03 0.52 -0.29
N 0.39430 2.42355 -7.86783 -0.01 -0.02 0.08 0.09
N -4.56491 0.87121 -0.31098 0.06 0.55 -0.26 0.14
N 1.69174 -3.98171 -1.91943 -0.02 0.04 0.02 0.14
N -2.30419 -0.70190 0.73463 0.58 0.16 0.30 0.15
N -0.50575 0.18964 -1.25894 -0.01 -0.21 -0.02 0.14
N 0.14973 -2.24824 -0.43803 0.06 0.02 0.19 0.09
C -1.56276 2.90357 4.88903 0.88 -0.51 -0.55 -0.55
C 3.63624 0.72062 4.03995 -0.08 -0.01 0.00 -0.10
C 4.46709 2.57570 0.99499 -0.02 0.00 -0.02 -0.07
C 0.60188 -1.88705 -1.64514 -0.03 0.09 -0.04 -0.16
C 0.19446 -0.54026 -2.13308 0.06 -0.09 0.01 -0.16
C -0.98197 1.77699 -2.95678 0.08 0.10 0.01 0.08
C -1.02887 2.11039 -5.96895 -0.01 0.03 0.01 -0.01
C 1.39677 1.90791 -7.16260 0.00 0.03 -0.06 -0.11
C -3.28401 -0.33981 1.41111 -0.44 -0.04 0.56 -0.26
C 3.86488 -1.09327 -0.94356 0.05 0.05 0.02 -0.10
C -2.68958 2.65616 1.37129 0.02 -0.10 -0.16 -0.38
C -0.56460 3.74895 6.83473 0.06 0.08 0.14 0.03
C -3.37224 -0.27067 2.99562 0.40 -0.02 -0.94 -0.19
C 3.05656 -1.90963 4.70862 -0.07 0.03 0.04 -0.07
C 4.05140 -0.73366 0.39532 0.00 -0.13 -0.06 -0.21
C -3.09411 -1.65589 3.54179 0.03 0.12 0.12 -0.47
C 1.26296 1.45890 -5.85756 0.01 0.00 0.01 -0.01
C 5.19718 -1.20516 1.04228 -0.02 -0.01 -0.04 -0.08
C 0.02141 1.56310 -5.24356 -0.01 -0.05 0.09 -0.18
C 0.47558 -3.44455 0.03997 -0.09 -0.02 -0.01 -0.03
C 3.00906 2.13391 0.80186 0.04 0.08 0.00 -0.59
C -3.41932 1.15943 -1.05507 0.04 -0.24 0.20 -0.04
C -3.89008 -3.60813 4.56015 -0.04 0.03 0.01 0.01
C -0.17657 1.08274 -3.85780 0.00 0.04 -0.07 -0.11
C -5.77814 0.11299 3.97538 0.41 0.10 -0.43 -0.56
C 1.37302 -2.77867 -2.37697 -0.03 -0.08 -0.01 -0.05
C 5.90317 -2.36035 -0.94468 0.02 -0.01 0.01 -0.07
C 0.09028 0.26351 5.14976 0.31 0.07 -0.09 -0.25
C -7.51303 0.36667 5.52854 0.01 0.04 0.01 0.00
C 0.38642 -0.11970 -3.43655 0.06 0.03 0.04 0.08
C -5.52624 3.57740 3.52873 0.19 0.14 0.59 -0.14
C -3.65528 4.45890 0.22151 0.03 -0.03 -0.02 0.02
C 2.69390 -1.40530 3.47050 0.00 0.05 -0.02 -0.12
C 2.98775 -0.08415 3.09844 0.02 -0.01 0.07 -0.28
C -2.49811 2.59949 2.70423 0.03 0.06 0.07 -0.25
C 6.11742 -2.00583 0.37942 -0.03 0.02 -0.03 -0.06
C -0.79152 2.51719 -7.27350 0.03 0.01 -0.04 -0.11
C -1.14344 1.28923 -1.67516 -0.13 0.09 -0.05 -0.18
C -4.46290 0.61074 3.47778 -0.22 0.76 0.98 -0.19
C 1.24836 -4.31453 -0.71536 0.03 -0.02 -0.04 -0.06
C 2.07355 3.05474 1.59117 -0.03 0.00 -0.02 -0.10
C 3.70899 -1.09068 5.62290 -0.04 0.03 0.02 -0.07
C -1.40547 2.19486 3.57956 0.27 0.29 0.34 -0.42
C -4.53879 0.18217 0.74549 0.03 -0.31 0.11 -0.04
C 3.98648 0.22743 5.29256 -0.02 0.01 -0.02 -0.07
C 4.77442 -1.90191 -1.60927 -0.03 0.03 0.03 -0.08
C -2.23495 1.70698 -0.75981 -0.17 0.20 -0.07 -0.19
C 2.66483 2.25850 -0.69184 -0.01 0.04 0.02 -0.08
H -5.73054 3.57880 2.46240 0.05 -0.05 -0.02 0.05
H 0.92943 -0.72847 -4.14390 -0.01 -0.02 -0.01 0.13
H -7.50580 -0.68678 5.79597 -0.01 0.00 -0.01 0.10
H 5.37637 -0.95162 2.08085 -0.01 0.00 0.02 0.11
H 2.12127 1.06736 -5.32696 0.01 -0.01 -0.01 0.12
H 4.00321 -1.48148 6.58769 0.01 -0.01 0.01 0.11
H 2.84553 -2.94060 4.96074 -0.01 -0.01 0.00 0.11
H -3.50619 5.22420 0.98298 0.01 0.02 -0.01 0.11
H -8.25060 0.54232 4.74901 0.00 0.00 0.01 0.10
H -0.68074 0.64395 5.81072 0.00 -0.05 0.02 0.04
H -0.82200 4.79393 6.68253 0.00 0.00 -0.01 0.11
H 3.89240 1.74326 3.79632 0.02 0.03 0.00 0.09
H 0.41553 3.65530 7.28756 -0.01 0.01 0.00 0.11
H -2.81000 4.43762 -0.46561 -0.01 -0.01 -0.01 0.10
H 4.61095 -2.17486 -2.64407 0.01 0.00 -0.03 0.10
H 7.00041 -2.35598 0.89646 0.01 -0.01 0.01 0.11
H 1.63389 1.95616 -0.89468 -0.02 0.01 0.01 0.06
H -6.37020 3.21683 4.10953 -0.02 -0.01 -0.03 0.05
H -4.86396 -3.97787 4.85988 0.02 -0.02 0.01 0.10
H 1.75340 -2.51881 -3.35537 0.01 0.01 -0.02 0.13
H -1.59390 2.93396 -7.86958 -0.02 0.01 -0.01 0.12
H 4.59611 3.59729 0.62687 0.00 0.02 -0.01 0.09
H 2.20801 -2.06508 2.75677 0.02 -0.01 -0.02 0.10
H -7.70423 0.98517 6.39823 -0.02 -0.01 0.00 0.10
H -1.47845 2.69180 -3.24874 -0.03 -0.02 -0.01 0.14
H -1.32639 3.26270 7.43882 0.02 -0.02 -0.01 0.11
H -5.21873 4.55928 3.88293 -0.06 0.03 -0.06 0.06
H 3.32744 1.65158 -1.31063 0.04 -0.01 -0.01 0.08
H -2.02171 2.19574 -5.54709 -0.01 0.00 -0.01 0.12
H 2.78066 3.29833 -1.01175 0.00 0.01 0.00 0.09
H 2.24563 4.09813 1.30826 0.00 0.01 0.00 0.09
H 2.35555 1.85196 -7.66347 0.01 0.00 -0.01 0.12
H 2.22614 2.98507 2.67270 0.00 -0.01 0.01 0.06
H 6.61728 -2.98870 -1.45953 0.01 -0.01 -0.01 0.11
H -4.57369 4.63336 -0.32911 0.00 0.00 0.02 0.11
H 2.99792 -0.71719 -1.47834 0.03 -0.01 0.02 0.08
H -0.00312 -0.81743 5.03989 0.01 -0.02 0.01 0.03
H 5.15611 1.93589 0.44155 0.01 -0.01 -0.01 0.08
H -5.48308 -0.01396 1.25032 -0.01 -0.05 -0.03 0.12
H -3.20851 -3.56838 5.40644 0.01 -0.02 0.00 0.10
H 1.02287 2.83429 1.37379 0.00 -0.01 0.01 0.05
H -2.43301 0.24245 3.19666 -0.12 -0.15 0.11 0.05
H 1.08053 0.49302 5.53479 0.08 -0.02 0.01 0.03
H 0.10800 -3.70775 1.02371 0.01 -0.01 0.00 0.13
H 4.77799 2.56766 2.03953 0.00 -0.01 0.04 0.07
H -3.51427 0.82795 -2.08333 0.03 -0.08 0.00 0.15
H 1.51471 -5.29203 -0.33637 -0.01 -0.02 0.01 0.13
H 4.49783 0.86625 6.00045 0.01 0.01 0.01 0.11
H -3.46630 -4.22065 3.76884 -0.01 -0.02 0.01 0.10
```
Forces are in eV/Å.

Values from the calculation:
Kohn-Sham gap, hartree: 0.23219
M, Da: 1101.61
HOMO energy, eV: -12.90
E_tot, Ha: -9549.46081
Charge: +2